#P
7 unconnected molecules or ions with the total composition C25H63NO14, computed with ωB97M-V/def2-TZVPD.

Results
- Charge: 0
- HOMO energy: -9.577 eV
- Lowest unoccupied orbital energy: 0.00360 hartree
- Kohn-Sham gap: 9.7 eV

CARTESIAN COORDINATES (ANGSTROEM)
1 H 5.31 -3.72 -2.76
2 H 4.30 -4.40 -0.76
3 H 4.56 -2.01 4.99
4 C 3.82 -5.23 -1.28
5 H -2.16 -2.06 -2.59
6 C -0.61 12.01 -3.90
7 H 2.57 1.50 0.47
8 O 0.06 -3.03 7.67
9 H -5.47 1.03 -3.72
10 H -0.54 5.57 -2.87
11 H -5.38 -10.69 3.99
12 H 6.96 6.00 -0.65
13 H 1.42 -6.45 -4.81
14 C 6.45 4.45 1.40
15 H 3.56 -2.88 -4.39
16 C 2.10 0.57 0.13
17 H -0.44 12.47 -4.87
18 H -5.97 -8.43 1.73
19 H -4.49 -8.98 2.56
20 H -2.08 -1.41 -4.24
21 H -6.63 -10.71 2.69
22 H -0.66 7.88 -3.98
23 H -2.11 10.22 -2.56
24 H -6.02 -0.43 -2.82
25 H -0.40 9.87 -2.33
26 H -4.59 -4.12 2.17
27 H 2.76 -3.35 -3.03
28 H 6.31 5.06 2.29
29 H 3.97 6.76 -0.79
30 O 1.38 0.57 2.30
31 H 1.53 0.65 -0.80
32 O 0.60 -0.99 1.01
33 O -5.57 1.31 -1.72
34 H -3.69 -0.23 -1.62
35 H 3.81 -6.12 -0.65
36 C 3.35 -3.80 -3.84
37 C -1.34 8.23 -3.19
38 H -3.17 -4.85 2.59
39 H -7.09 -10.45 4.39
40 C -2.70 -1.94 -3.52
41 O 2.54 -4.61 -4.71
42 C 2.01 -3.57 6.18
43 C -1.23 9.80 -3.04
44 H -4.19 -6.81 3.68
45 C 4.11 -2.79 5.61
46 H 3.40 7.95 -3.06
47 C -3.95 -4.94 1.84
48 H -1.01 5.64 -1.32
49 H 2.05 -4.31 5.38
50 H 5.98 6.93 0.56
51 H -2.33 5.72 -2.37
52 H 2.76 -5.02 -1.46
53 O 4.45 -5.47 -2.49
54 H -5.79 -6.43 3.30
55 H -7.03 2.12 -0.65
56 O 5.15 8.03 -1.73
57 H 2.45 -3.98 7.09
58 C 5.97 6.19 -0.24
59 H -3.47 -4.54 0.95
60 H -1.97 -2.38 7.64
61 H 4.56 9.21 -3.23
62 O -4.50 -6.27 1.68
63 C 2.31 -5.99 -4.38
64 H 3.04 -6.67 -4.83
65 H 4.52 -2.78 6.62
66 C -6.84 1.96 -1.71
67 C 4.08 8.58 -2.48
68 O -0.83 10.56 -4.15
69 H -2.37 8.12 -3.54
70 C -4.89 -6.87 2.85
71 C 4.69 -4.36 -3.39
72 O 2.75 -2.45 5.69
73 H 0.49 -2.23 5.76
74 O -3.87 -1.39 -3.23
75 H 3.48 9.23 -1.85
76 C -6.33 -10.27 3.64
77 C -5.36 0.44 -2.81
78 H 4.98 6.01 -2.12
79 H -7.66 1.29 -1.96
80 H -6.70 2.87 -2.28
81 H -1.60 12.30 -3.55
82 H 6.08 3.44 1.60
83 O -1.12 7.47 -2.04
84 H -3.21 0.54 -3.16
85 H 7.49 4.50 1.05
86 H 2.36 -6.37 -3.36
87 O -6.17 -8.86 3.60
88 O 5.61 4.96 0.35
89 H -0.02 -4.00 5.77
90 H 0.00 12.40 -3.08
91 C -1.30 -3.21 7.85
92 H -1.62 -4.16 7.42
93 C 0.54 -3.20 6.26
94 H 2.85 -0.17 -0.14
95 H 4.31 -3.71 5.05
96 C -3.94 -0.11 -2.67
97 H -1.43 -3.25 8.93
98 C -1.30 6.08 -2.28
99 H 5.34 -4.52 -4.25
100 C -5.37 -8.34 2.64
101 C 4.94 6.71 -1.29
102 N 1.28 0.00 1.22
103 H -2.83 -2.88 -4.07

#Q
7 unconnected molecules or ions with the total composition C25H63NO14, computed with ωB97M-V/def2-TZVPD.

Results
- Charge: 0
- HOMO energy: -9.407 eV
- Lowest unoccupied orbital energy: 0.02071 hartree
- Kohn-Sham gap: 10.0 eV

CARTESIAN COORDINATES (ANGSTROEM)
1 O 10.35 1.26 12.02
2 C 9.77 0.83 1.07
3 C 10.90 2.73 -0.98
4 H 13.94 5.31 8.28
5 H 14.33 8.01 14.23
6 H 10.07 1.12 3.62
7 H 20.05 -0.99 6.18
8 O 10.61 1.73 1.72
9 H 11.43 -0.32 11.24
10 C 14.55 0.22 4.69
11 H 13.41 -1.89 2.62
12 H 14.48 4.18 11.73
13 H 12.57 5.13 9.38
14 C 19.49 1.69 2.37
15 H 8.49 0.63 -0.56
16 C 15.24 0.30 9.44
17 C 19.13 -0.50 5.82
18 C 17.67 -1.46 7.42
19 C 12.26 1.89 7.01
20 H 8.53 2.28 0.04
21 O 10.04 1.69 -1.23
22 H 11.53 2.62 6.66
23 H 19.10 3.31 1.04
24 H 8.90 4.26 9.06
25 H 18.44 -2.20 7.67
26 H 10.28 -0.69 12.53
27 C 11.00 0.05 12.19
28 H 14.82 1.49 6.35
29 H 15.44 2.93 1.28
30 C 14.06 0.80 5.98
31 H 15.42 -0.23 10.39
32 C 13.42 7.39 14.24
33 H 16.57 2.86 -0.04
34 H 16.61 -2.01 9.21
35 H 11.49 0.27 2.93
36 H 19.40 0.47 5.40
37 H 16.07 1.34 0.81
38 H 8.93 0.45 1.69
39 H 11.13 -2.26 5.50
40 H 12.63 7.93 13.71
41 H 14.71 1.02 3.94
42 C 11.25 2.34 11.77
43 H 14.15 0.42 9.38
44 H 15.53 -0.25 4.85
45 H 18.65 -1.04 4.99
46 H 17.03 -1.90 6.63
47 H 18.49 -0.28 0.83
48 O 17.34 2.61 1.86
49 H 15.48 6.11 12.74
50 H 13.99 -0.08 6.64
51 H 9.47 3.43 11.45
52 C 14.21 -1.46 3.21
53 O 13.67 6.14 13.67
54 H 17.54 -0.48 9.24
55 C 13.99 5.15 11.52
56 O 13.63 -0.69 4.20
57 C 13.64 4.92 9.25
58 H 20.12 -0.76 1.25
59 H 11.81 0.14 12.93
60 H 14.88 -2.22 3.64
61 H 10.48 4.75 8.68
62 C 16.89 -1.12 8.63
63 C 18.62 2.36 1.34
64 C 19.11 -0.61 1.67
65 O 19.15 0.34 2.71
66 C 14.42 6.23 12.47
67 H 11.73 1.08 7.54
68 H 10.82 4.41 11.16
69 O 9.36 -1.29 7.60
70 O 18.27 -0.28 6.95
71 H 11.68 2.66 12.73
72 N 9.68 -1.05 6.49
73 H 14.81 -0.83 2.54
74 O 14.32 5.61 10.23
75 O 12.81 1.40 5.79
76 H 15.71 1.29 9.49
77 H 18.72 -1.51 2.12
78 H 10.34 -0.08 0.78
79 H 13.86 3.85 9.25
80 H 11.67 -1.39 6.98
81 H 11.22 3.14 -1.93
82 H 12.97 2.33 7.71
83 C 11.07 -1.34 6.08
84 O 10.50 2.96 9.69
85 H 11.45 -0.54 5.46
86 H 9.77 3.32 7.87
87 H 11.64 1.96 3.46
88 H 13.10 7.21 15.27
89 H 14.32 7.20 11.98
90 C 10.48 3.37 11.01
91 H 10.40 3.50 -0.37
92 C 9.89 3.82 8.82
93 H 19.37 2.24 3.31
94 H 20.54 1.77 2.03
95 C 10.97 1.24 3.01
96 O 8.96 -0.59 5.68
97 H 11.77 2.40 -0.41
98 H 12.04 1.98 11.09
99 C 9.16 1.41 -0.17
100 C 16.32 2.40 0.92
101 O 15.66 -0.45 8.34
102 H 18.61 1.77 0.41
103 H 12.91 4.97 11.60

Stability summary: most stable #Q, least stable #P.

#P
A molecular structure, C7H14N2S, computed with ωB97M-V/def2-TZVPD.

Results
- Charge: 0
- HOMO energy: -9.188 eV
- Lowest unoccupied orbital energy: 0.01461 hartree
- Kohn-Sham gap: 9.6 eV

CARTESIAN COORDINATES (ANGSTROEM)
1 H -1.95 -1.61 -1.43
2 H 1.09 1.81 1.86
3 H -2.75 -0.05 0.45
4 H 0.92 0.23 1.23
5 N 2.70 -1.87 1.44
6 H 2.82 1.46 0.49
7 S 2.66 -0.31 -0.97
8 H 2.41 1.93 -1.05
9 H -2.25 -2.16 1.02
10 C 2.12 1.18 -0.23
11 H -0.09 0.58 -1.59
12 N -0.67 -0.86 -0.06
13 H -1.20 -0.25 1.95
14 H -0.43 -1.47 -2.22
15 C 2.51 -1.16 0.47
16 C -0.56 1.60 0.14
17 C -1.68 -0.90 0.96
18 H -0.60 2.60 -0.42
19 C -0.97 0.44 -0.72
20 H -2.09 0.48 -1.12
21 H -0.80 -3.00 -0.95
22 C 0.89 1.23 0.76
23 C -0.88 -1.78 -1.13
24 H -1.22 1.88 1.14

#Q
2 unconnected molecules or ions with the total composition C7H14N2S, computed with ωB97M-V/def2-TZVPD.

Results
- Charge: 0
- HOMO energy: -7.668 eV
- Lowest unoccupied orbital energy: 0.02081 hartree
- Kohn-Sham gap: 8.2 eV

CARTESIAN COORDINATES (ANGSTROEM)
1 H 0.64 3.89 -2.01
2 C 0.97 3.23 -1.19
3 H -0.40 -2.52 0.62
4 C 2.84 1.62 -0.05
5 C 2.04 2.15 -1.27
6 H -0.41 -1.72 2.23
7 H -2.52 -2.04 -1.05
8 N -0.12 0.75 0.49
9 C -2.85 -1.45 -0.20
10 H -3.57 -2.20 0.26
11 C 0.56 1.87 -1.44
12 H 0.85 3.81 -0.20
13 C -1.09 -2.14 1.41
14 H -1.96 -2.86 1.67
15 H 3.27 0.67 -0.44
16 H -2.38 -0.33 1.59
17 H 2.63 2.15 -2.17
18 S -0.58 1.26 -2.43
19 H -3.55 -0.78 -0.72
20 H 3.61 2.34 0.14
21 C -1.80 -0.93 0.74
22 H 2.16 1.71 0.72
23 N -0.93 0.03 0.03
24 H -1.19 0.02 -1.03

Stability summary: most stable #Q, least stable #P.

#P
C5H8ClN in the gas phase, computed with ωB97M-V/def2-TZVPD.

Results
- Charge: 0
- HOMO energy: -8.637 eV
- Lowest unoccupied orbital energy: 0.02387 hartree
- Kohn-Sham gap: 9.3 eV

CARTESIAN COORDINATES (ANGSTROEM)
1 C -1.68 1.20 0.09
2 H 2.56 0.45 -1.00
3 C 1.60 -1.11 0.03
4 H 2.91 0.42 0.69
5 H 0.51 1.42 -0.47
6 H 1.72 -1.97 -0.71
7 C 0.16 -0.52 0.06
8 Cl -2.90 -1.18 -0.14
9 H -3.86 0.88 0.09
10 C -2.87 0.51 0.04
11 C -0.28 0.77 -0.17
12 H 1.66 -1.73 1.07
13 H -1.91 2.29 0.02
14 H -0.44 -1.27 0.54
15 N 2.82 -0.17 -0.15

#Q
2 unconnected molecules or ions with the total composition C5H8ClN, computed with ωB97M-V/def2-TZVPD.

Results
- Charge: 0
- HOMO energy: -7.840 eV
- Lowest unoccupied orbital energy: 0.02682 hartree
- Kohn-Sham gap: 8.6 eV

CARTESIAN COORDINATES (ANGSTROEM)
1 H -0.22 -2.56 -2.00
2 H 2.50 0.86 2.01
3 C -1.72 -0.94 -0.88
4 H -2.55 -1.06 -1.41
5 C -0.57 -0.35 -1.48
6 H -0.55 0.25 -2.36
7 H -1.82 -0.62 0.19
8 H 1.10 0.89 3.05
9 H -0.19 -2.28 -0.15
10 Cl 0.25 2.67 -0.62
11 C 0.51 1.14 -0.07
12 C -0.51 -1.83 -1.11
13 H 1.44 2.19 1.84
14 N 0.83 0.53 0.96
15 C 1.51 1.12 2.02

Stability summary: most stable #P, least stable #Q.

#P
C5H8ClN in the gas phase, computed with ωB97M-V/def2-TZVPD.

Results
- Charge: 0
- HOMO energy: -9.027 eV
- Lowest unoccupied orbital energy: 0.02144 hartree
- Kohn-Sham gap: 9.6 eV

CARTESIAN COORDINATES (ANGSTROEM)
1 N 1.40 0.05 0.08
2 H -3.29 -0.66 0.51
3 C 0.70 -0.63 -0.72
4 H 3.11 0.97 0.63
5 H -2.89 1.23 0.45
6 Cl 1.39 -1.31 -2.24
7 C -2.64 0.25 0.90
8 H -2.75 0.38 1.92
9 H -1.41 -1.08 -0.96
10 C -0.69 -0.46 -0.48
11 H 2.86 0.75 -1.18
12 H -0.65 0.88 1.16
13 H 3.22 -0.75 -0.44
14 C -1.17 0.19 0.57
15 C 2.82 0.21 -0.20

#Q
C5H8ClN in the gas phase, computed with ωB97M-V/def2-TZVPD.

Results
- Charge: 0
- HOMO energy: -9.258 eV
- Lowest unoccupied orbital energy: 0.03652 hartree
- Kohn-Sham gap: 10.3 eV

CARTESIAN COORDINATES (ANGSTROEM)
1 C 0.43 1.31 -0.57
2 H 2.53 0.55 -0.29
3 C 1.45 0.24 -0.50
4 H 0.61 2.34 -0.55
5 H -1.39 1.81 0.64
6 H -0.49 -2.27 0.43
7 Cl -2.65 -0.27 -0.89
8 C 1.14 -1.03 -0.19
9 H -1.88 -0.52 1.15
10 N -0.67 1.06 0.52
11 C -0.29 -1.45 -0.18
12 H 1.85 -1.76 -0.14
13 H -0.60 -1.46 -1.24
14 H -0.10 0.95 -1.44
15 C -1.26 -0.19 0.30

Stability summary: most stable #Q, least stable #P.